1.
Here is a gas-phase ion, C5H9NO2 (charge +1) at a distorted geometry from OMol25. Energies are from ωB97M-V with the def2-TZVPD basis set.

Properties
Expectation value of S²: 0.761
2S+1: 2
Frontier orbital gap (alpha / beta): 9.732 / 5.595 eV
HOMO (alpha / beta): -13.979 / -13.977 eV
Net charge: +1

Last columns: bonded neighbours and bond lengths (Å).
Geometry (Å):
1 O -0.402 -2.217 1.377  C2 1.209
2 C -0.962 -1.164 1.182  O1 1.209, O3 1.338, C4 1.526
3 O -1.987 -1.097 0.324  C2 1.338, H9 0.959
4 C -0.399 0.200 1.572  C2 1.526, C5 1.501, H10 1.139, H11 1.127
5 C 0.813 0.538 0.753  C4 1.501, C6 1.457, H12 1.241, H13 1.088
6 C 0.528 0.840 -0.643  C5 1.457, C7 1.312, H14 1.162
7 C 1.454 1.325 -1.437  C6 1.312, N8 1.447, H15 1.129
8 N 1.090 1.599 -2.810  C7 1.447, H16 0.975, H17 1.003
9 H -2.385 -1.910 0.007  O3 0.959
10 H -1.152 1.028 1.360  C4 1.139
11 H -0.103 -0.040 2.633  C4 1.127
12 H 1.650 -0.377 0.777  C5 1.241
13 H 1.195 1.366 1.347  C5 1.088
14 H -0.409 0.414 -1.182  C6 1.162
15 H 2.426 1.748 -1.048  C7 1.129
16 H 0.116 1.558 -2.838  N8 0.975
17 H 1.541 1.097 -3.553  N8 1.003


2.
Here is C5H9NO2S2 in the gas phase at a distorted geometry from OMol25. Energies are from ωB97M-V with the def2-TZVPD basis set.

Properties
Frontier orbital gap: 8.668 eV
HOMO: -8.704 eV

Last columns: bonded neighbours and bond lengths (Å).
Geometry (Å):
1 C -1.387 -0.683 -0.807  C4 1.567, O7 1.191, O8 1.332
2 C 0.035 1.806 -1.226  S9 1.821, H11 1.165, H12 1.079
3 C 0.026 0.300 1.117  C4 1.492, C5 1.456, S10 1.896, H13 1.147
4 C -0.033 -0.055 -0.331  C1 1.567, C3 1.492, N6 1.430
5 C -0.010 -0.841 2.020  C3 1.456, H14 1.138, H15 1.134, H16 1.051
6 N 1.061 -0.800 -0.871  C4 1.430, H17 1.020, H19 1.025
7 O -2.504 -0.320 -0.610  C1 1.191
8 O -1.215 -1.848 -1.428  C1 1.332, H18 1.018
9 S 0.697 2.913 0.059  C2 1.821, S10 2.067
10 S 1.490 1.486 1.327  C3 1.896, S9 2.067
11 H 0.658 1.675 -2.202  C2 1.165
12 H -1.005 1.943 -1.476  C2 1.079
13 H -0.905 0.945 1.297  C3 1.147
14 H 1.061 -1.153 2.244  C5 1.138
15 H -0.581 -1.688 1.528  C5 1.134
16 H -0.387 -0.619 2.975  C5 1.051
17 H 1.319 -0.314 -1.729  N6 1.020
18 H -0.213 -1.869 -1.609  O8 1.018
19 H 1.894 -0.876 -0.279  N6 1.025


3.
Here is 2 unconnected molecules or ions with the total composition C5H9NO3 at a distorted geometry from OMol25. Energies are from ωB97M-V with the def2-TZVPD basis set.

Properties
Frontier orbital gap: 8.081 eV
HOMO: -8.267 eV

Last columns: bonded neighbours and bond lengths (Å).
Geometry (Å):
1 C 0.411 0.479 -0.504  C2 1.563, C4 1.741, C5 1.582, N15 1.392
2 C -1.014 0.767 -1.077  C1 1.563, H8 1.204, H9 1.106, O16 1.602
3 C -1.142 -0.187 1.255  C4 1.514, H10 1.204, H11 1.146, O16 1.548
4 C -0.068 -0.893 0.455  C1 1.741, C3 1.514, C5 1.760, O17 1.422
5 C 1.458 -0.702 -0.402  C1 1.582, C4 1.760, H13 1.020, O18 1.466
6 H -0.088 2.022 0.479  N15 1.076
7 H 1.203 2.172 -0.694  N15 1.166
8 H -1.396 0.005 -1.928  C2 1.204
9 H -1.095 1.825 -1.385  C2 1.106
10 H -0.847 0.606 2.113  C3 1.204
11 H -2.063 -0.793 1.566  C3 1.146
12 H -0.254 -2.582 -0.936  no bonds
13 H 1.377 -1.310 -1.217  C5 1.020
14 H 2.046 0.466 0.670  O18 1.036
15 N 0.858 1.568 0.241  C1 1.392, H6 1.076, H7 1.166
16 O -1.973 0.570 0.191  C2 1.602, C3 1.548
17 O -1.027 -1.538 -0.372  C4 1.422
18 O 2.656 -0.303 0.341  C5 1.466, H14 1.036


4.
Here is C5H9NO3 in the gas phase from OMol25. Energies are from ωB97M-V with the def2-TZVPD basis set.

Properties
Frontier orbital gap: 8.375 eV
HOMO: -8.686 eV

Last columns: bonded neighbours and bond lengths (Å).
Geometry (Å):
1 C -1.083 -0.549 0.837  C3 1.817, N5 1.438, C6 1.423, H12 1.084
2 C 0.416 1.216 -1.491  C4 1.519, H16 1.092, H17 1.092, H18 1.085
3 C 0.168 -1.860 0.980  C1 1.817, O7 1.250, O9 1.205
4 C 0.698 1.000 -0.015  C2 1.519, C6 1.402, O8 1.407, H10 1.319
5 N -1.819 -0.875 -0.355  C1 1.438, H13 1.013, H14 1.012
6 C -0.243 0.594 0.942  C1 1.423, C4 1.402, H15 1.086
7 O 1.184 -1.610 0.297  C3 1.250
8 O 1.643 1.905 0.499  C4 1.407, H11 0.963
9 O -0.251 -2.805 1.599  C3 1.205
10 H 1.116 -0.247 0.088  C4 1.319
11 H 2.388 1.959 -0.110  O8 0.963
12 H -1.689 -0.715 1.720  C1 1.084
13 H -2.358 -1.719 -0.202  N5 1.013
14 H -1.223 -1.037 -1.157  N5 1.012
15 H 0.003 0.877 1.961  C6 1.086
16 H 1.314 1.025 -2.083  C2 1.092
17 H 0.120 2.257 -1.641  C2 1.092
18 H -0.383 0.586 -1.868  C2 1.085


5.
Here is 2 unconnected molecules or ions with the total composition C5H9NO3 at a distorted geometry from OMol25. Energies are from ωB97M-V with the def2-TZVPD basis set.

Properties
Frontier orbital gap: 10.497 eV
HOMO: -9.905 eV
Structure (SMILES): C=C(C)C(C)=O.O=NO

Last columns: bonded neighbours and bond lengths (Å).
Geometry (Å):
1 C 0.496 -0.783 1.110  C2 1.326, H7 1.077, H8 1.077
2 C -0.316 -0.406 0.132  C1 1.326, C3 1.499, C4 1.491
3 C -0.645 -1.284 -1.037  C2 1.499, H9 1.089, H10 1.087, H11 1.091
4 C -0.869 0.978 0.125  C2 1.491, C5 1.502, O6 1.211
5 C -2.353 1.070 0.338  C4 1.502, H12 1.088, H13 1.086, H14 1.091
6 O -0.134 1.932 0.001  C4 1.211
7 H 0.740 -0.128 1.931  C1 1.077
8 H 0.936 -1.765 1.135  C1 1.077
9 H -1.721 -1.386 -1.170  C3 1.089
10 H -0.209 -2.270 -0.899  C3 1.087
11 H -0.237 -0.848 -1.950  C3 1.091
12 H -2.881 0.375 -0.310  C5 1.088
13 H -2.712 2.082 0.175  C5 1.086
14 H -2.558 0.776 1.369  C5 1.091
15 O 4.412 -0.415 -0.323  N16 1.187
16 N 3.253 -0.223 -0.149  O15 1.187, O17 1.385
17 O 2.881 1.100 -0.318  N16 1.385, H18 0.979
18 H 1.919 1.194 -0.162  O17 0.979


6.
Here is C5H9NO3S in the gas phase at a distorted geometry from OMol25. Energies are from ωB97M-V with the def2-TZVPD basis set.

Properties
Frontier orbital gap (alpha / beta): 8.274 / 8.274 eV
HOMO (alpha / beta): -8.011 / -8.011 eV
Structure (SMILES): CN1COC=C1S(C)(=O)=O

Last columns: bonded neighbours and bond lengths (Å).
Geometry (Å):
1 C -0.867 -0.856 -1.300  N2 1.422, H11 1.208, H12 1.016, H13 1.091
2 N -0.875 0.024 -0.183  C1 1.422, C3 1.449, C6 1.399
3 C -2.039 0.732 0.311  N2 1.449, O4 1.380, H14 1.093, H15 1.225
4 O -1.731 2.077 0.359  C3 1.380, C5 1.392
5 C -0.383 2.312 0.102  O4 1.392, C6 1.510, H16 1.034
6 C 0.172 0.951 -0.240  N2 1.399, C5 1.510, S7 1.732
7 S 1.866 0.649 -0.431  C6 1.732, C8 1.958, O9 1.436, O10 1.457
8 C 2.385 -0.202 1.254  S7 1.958, H17 1.120, H18 1.126, H19 1.100
9 O 2.111 -0.363 -1.420  S7 1.436
10 O 2.613 1.900 -0.404  S7 1.457
11 H -1.365 -0.200 -2.183  C1 1.208
12 H 0.123 -1.001 -1.473  C1 1.016
13 H -1.341 -1.811 -1.068  C1 1.091
14 H -2.829 0.621 -0.435  C3 1.093
15 H -2.505 0.383 1.389  C3 1.225
16 H 0.004 3.271 0.125  C5 1.034
17 H 1.569 -0.969 1.281  C8 1.120
18 H 3.337 -0.660 0.865  C8 1.126
19 H 2.419 0.701 1.881  C8 1.100


7.
Here is C5H9NO4 in the gas phase at a distorted geometry from OMol25. Energies are from ωB97M-V with the def2-TZVPD basis set.

Properties
Frontier orbital gap: 10.296 eV
HOMO: -9.832 eV
Structure (SMILES): CC(=O)N(O)CCC(=O)O

Last columns: bonded neighbours and bond lengths (Å).
Geometry (Å):
1 C -1.828 1.998 0.608  C2 1.515, H11 1.024, H12 1.109, H13 1.133
2 C -0.343 2.005 0.309  C1 1.515, O3 1.195, N4 1.489
3 O 0.344 2.935 0.006  C2 1.195
4 N 0.279 0.652 0.326  C2 1.489, O5 1.363, C6 1.474
5 O 1.637 0.768 0.285  N4 1.363, H14 0.979
6 C -0.320 -0.484 -0.398  N4 1.474, C7 1.550, H15 1.109, H16 1.057
7 C 0.138 -1.899 0.036  C6 1.550, C8 1.469, H17 1.123, H18 1.119
8 C 1.372 -2.440 -0.548  C7 1.469, O9 1.180, O10 1.334
9 O 1.452 -3.588 -0.810  C8 1.180
10 O 2.334 -1.530 -0.713  C8 1.334, H19 0.939
11 H -2.406 1.308 0.118  C1 1.024
12 H -2.120 3.032 0.333  C1 1.109
13 H -1.975 1.977 1.732  C1 1.133
14 H 1.729 1.580 -0.254  O5 0.979
15 H -1.408 -0.439 -0.191  C6 1.109
16 H -0.250 -0.436 -1.452  C6 1.057
17 H -0.695 -2.618 -0.190  C7 1.123
18 H 0.123 -2.054 1.144  C7 1.119
19 H 1.938 -0.766 -0.340  O10 0.939


8.
Here is C5H9NOS in the gas phase at a distorted geometry from OMol25. Energies are from ωB97M-V with the def2-TZVPD basis set.

Properties
Frontier orbital gap: 9.628 eV
HOMO: -8.969 eV

Last columns: bonded neighbours and bond lengths (Å).
Geometry (Å):
1 C -0.123 0.273 -0.918  C2 1.377, C3 1.461, C5 1.468
2 C 0.302 1.278 -1.757  C1 1.377, H9 1.081, H10 1.114
3 C -1.321 -0.563 -0.906  C1 1.461, S8 1.894, H11 1.160, H12 1.075
4 C -0.148 -0.691 1.309  C5 1.505, S8 1.792, H13 1.161, H14 1.088
5 C 0.662 0.087 0.308  C1 1.468, C4 1.505, N6 1.462, H15 1.192
6 N 1.198 1.304 0.917  C5 1.462, H16 1.087, H17 0.966
7 O -0.131 -2.815 -0.187  S8 1.468
8 S -1.115 -1.906 0.413  C3 1.894, C4 1.792, O7 1.468
9 H 1.129 1.846 -1.354  C2 1.081
10 H -0.254 1.485 -2.700  C2 1.114
11 H -2.288 -0.059 -0.509  C3 1.160
12 H -1.582 -1.156 -1.764  C3 1.075
13 H 0.480 -1.237 2.118  C4 1.161
14 H -0.754 -0.022 1.917  C4 1.088
15 H 1.612 -0.548 -0.033  C5 1.192
16 H 0.456 1.704 1.603  N6 1.087
17 H 1.876 1.019 1.542  N6 0.966


ΔE to the lowest compared entry with this formula, charge and spin: 50.9; 22.4; 252.9; 80.0; 102.2; 111.0; 70.1; 66.0 (kcal/mol)